(1)
10
Properties=species:S:1:pos:R:3:mulliken_charge:R:1 method="wB97M-V/def2-TZVPD" homo_energy_ev=-3.794 fmax_ev_per_a=6.069 total_charge=-1 orbital_gap_ev=7.5104 spin_multiplicity=1
C 0.750 0.353 -1.844 0.78
O 0.691 0.827 -2.955 -0.57
O 1.540 0.079 -0.829 -0.31
O -2.728 0.267 -0.075 -0.56
O 1.018 -1.176 2.092 -0.65
P -1.595 1.202 -0.068 0.04
P -0.126 -0.456 -0.627 -0.26
H 0.401 -0.492 1.604 0.24
H 0.980 -1.849 1.514 0.32
H -0.930 1.245 1.189 -0.04


(2)
58
Properties=species:S:1:pos:R:3:mulliken_charge:R:1 method="wB97M-V/def2-TZVPD" homo_energy_ev=-8.741 fmax_ev_per_a=1.462 orbital_gap_ev=8.0186 smiles="O=C(O)CCCCCN1C(=O)C(O)=C(C(=O)/C=C/c2ccccc2)[C@@H]1c1cccc([N+](=O)[O-])c1" spin_multiplicity=1
O 1.620 0.914 2.081 -0.54
C 2.668 0.570 2.570 0.57
O 2.795 -0.525 3.310 -0.52
H 1.964 -1.042 3.340 0.45
C 3.989 1.283 2.394 -0.80
H 3.983 2.171 3.030 0.36
H 4.783 0.616 2.732 0.37
C 4.182 1.699 0.933 -0.53
C 4.080 0.486 0.009 0.71
C 4.039 0.819 -1.481 -0.96
H 3.914 -0.115 -2.034 0.32
C 2.923 1.797 -1.873 -1.09
N 1.636 1.517 -1.286 0.54
C 1.039 2.351 -0.410 0.32
O 1.489 3.364 0.093 -0.74
C -0.345 1.847 -0.201 1.37
C -0.563 0.798 -1.023 -1.65
C -1.724 -0.070 -1.229 0.55
O -1.654 -1.029 -1.988 -0.71
C -2.932 0.285 -0.482 -0.94
C -4.051 -0.444 -0.613 -0.26
C -5.320 -0.229 0.049 0.90
C -6.391 -1.075 -0.256 -0.34
C -7.622 -0.906 0.347 -0.60
C -7.808 0.111 1.270 -0.40
C -6.755 0.956 1.585 -0.62
C -5.524 0.791 0.983 -0.44
H -4.712 1.454 1.239 0.41
H -6.898 1.748 2.306 0.38
H -8.770 0.244 1.744 0.38
H -8.439 -1.567 0.100 0.37
H -6.248 -1.869 -0.975 0.37
H -4.008 -1.288 -1.293 0.40
H -2.868 1.144 0.164 0.43
C 0.726 0.495 -1.762 -0.47
C 1.172 -0.916 -1.454 0.60
C 1.112 -1.382 -0.148 0.53
C 1.477 -2.694 0.125 -1.04
C 1.910 -3.551 -0.882 -0.51
C 1.973 -3.077 -2.177 -0.96
C 1.602 -1.771 -2.461 -0.47
H 1.635 -1.418 -3.481 0.49
H 2.301 -3.728 -2.972 0.43
H 2.179 -4.566 -0.634 0.54
N 1.393 -3.184 1.472 1.24
O 1.679 -4.342 1.679 -0.66
O 1.044 -2.405 2.341 -0.78
H 0.771 -0.740 0.651 1.13
H 0.589 0.591 -2.847 0.53
O -1.125 2.484 0.664 -0.67
H -0.569 3.162 1.093 0.34
H 2.823 1.804 -2.965 0.32
H 3.185 2.806 -1.545 0.55
H 4.986 1.266 -1.789 0.51
H 4.927 -0.182 0.192 0.67
H 3.172 -0.066 0.256 -0.98
H 5.155 2.180 0.817 0.44
H 3.410 2.425 0.690 0.15


(3)
53
Properties=species:S:1:pos:R:3:mulliken_charge:R:1 method="wB97M-V/def2-TZVPD" homo_energy_ev=-7.742 fmax_ev_per_a=1.554 orbital_gap_ev=8.2581 smiles="COCCCN1CN(S(=O)(=O)c2ccc(C)cc2C)c2nc3ccccc3nc21" spin_multiplicity=1
C -2.800 -0.938 2.236 -0.56
O -3.344 -1.872 1.332 -0.32
C -4.622 -1.551 0.837 -0.59
C -4.626 -0.484 -0.264 -0.59
H -4.262 0.469 0.121 0.32
H -5.655 -0.345 -0.597 0.43
C -3.764 -0.867 -1.472 -0.95
N -2.351 -0.792 -1.202 0.17
C -1.702 0.323 -0.807 0.52
N -2.152 1.541 -0.727 -0.67
C -1.222 2.458 -0.302 0.12
C -1.602 3.801 -0.194 -0.33
C -0.699 4.745 0.234 -0.53
C 0.606 4.379 0.568 -0.55
C 1.004 3.067 0.474 -0.57
C 0.104 2.088 0.041 -0.28
N 0.536 0.782 -0.027 -0.18
C -0.356 -0.048 -0.447 0.41
N -0.206 -1.399 -0.631 0.42
C -1.491 -1.947 -1.034 -0.82
H -1.873 -2.633 -0.265 0.48
H -1.377 -2.492 -1.984 0.28
S 0.771 -2.257 0.487 1.30
O 0.245 -2.065 1.805 -0.75
O 0.809 -3.600 -0.014 -0.76
C 2.324 -1.410 0.318 0.62
C 2.808 -0.760 1.436 -0.65
C 3.994 -0.056 1.359 -0.90
C 4.696 0.001 0.160 0.91
C 4.187 -0.665 -0.948 -0.89
C 2.996 -1.379 -0.896 0.56
C 2.451 -2.064 -2.106 -1.65
H 1.997 -3.011 -1.831 0.30
H 1.680 -1.441 -2.561 0.21
H 3.236 -2.231 -2.840 0.52
H 4.729 -0.623 -1.882 0.41
C 5.965 0.788 0.056 -1.49
H 5.737 1.817 -0.224 0.29
H 6.489 0.807 1.008 0.39
H 6.622 0.371 -0.703 0.39
H 4.375 0.457 2.230 0.40
H 2.236 -0.814 2.348 0.55
H 2.006 2.754 0.725 0.53
H 1.303 5.133 0.902 0.40
H -1.000 5.779 0.314 0.37
H -2.614 4.067 -0.459 0.45
H -3.983 -0.170 -2.289 0.38
H -3.988 -1.884 -1.799 0.47
H -5.012 -2.491 0.433 0.31
H -5.277 -1.226 1.659 0.40
H -2.712 0.061 1.794 0.29
H -1.806 -1.305 2.486 0.06
H -3.414 -0.870 3.142 0.39